(1)
DFT (wB97M-V/def2-TZVPD) results for one molecule with the formula C19H18BrN3O2.

## Properties
E_HOMO: -0.2900 Eh
Gap between HOMO and LUMO: 8.378 eV
Structure (SMILES): CCCOc1ccc(C(=O)N/N=C/c2c[nH]c3ccc(Br)cc23)cc1
LUMO: 0.486 eV

Last column: Löwdin charge in e.
Atoms and positions in Å:
C -4.6754 -3.5611 7.8794  -0.11
C -3.8585 -3.5975 6.5950  -0.23
C -4.5136 -2.7554 5.4981  -0.21
O -3.7968 -2.7926 4.2801  -0.04
C -2.6547 -2.0732 4.1413  -0.26
C -2.1411 -1.1707 5.0701  -0.01
C -0.9736 -0.4889 4.7914  -0.01
C -0.2978 -0.6682 3.5874  -0.15
C 0.9590 0.0872 3.3994  -0.43
O 1.6683 0.4417 4.3232  0.06
N 1.3389 0.4115 2.1208  0.05
N 0.6012 0.2182 1.0228  0.04
C 1.0347 0.6158 -0.1083  -0.08
C 0.2587 0.4171 -1.2967  -0.16
C -0.9898 -0.1566 -1.3834  -0.02
N -1.4076 -0.1721 -2.6765  0.09
C -0.4478 0.3897 -3.4706  -0.21
C -0.4211 0.5935 -4.8442  -0.01
C 0.6960 1.1926 -5.3841  -0.14
C 1.7564 1.5744 -4.5592  -0.68
Br 3.2764 2.3988 -5.3692  0.71
C 1.7509 1.3818 -3.1958  -0.07
C 0.6283 0.7781 -2.6347  -0.12
C -0.8062 -1.5815 2.6646  -0.03
C -1.9651 -2.2707 2.9409  0.00
H -4.2020 -4.1701 8.6449  0.07
H -4.7576 -2.5428 8.2535  0.07
H -5.6787 -3.9438 7.7061  0.07
H -3.7707 -4.6248 6.2363  0.12
H -2.8493 -3.2272 6.7855  0.10
H -5.4945 -3.1714 5.2501  0.13
H -4.6562 -1.7214 5.8357  0.12
H -2.6369 -0.9912 6.0109  0.11
H -0.5656 0.2031 5.5127  0.12
H 2.2259 0.9211 2.0512  0.16
H 2.0035 1.1168 -0.2160  0.13
H -1.5930 -0.5457 -0.5874  0.12
H -2.2883 -0.5365 -2.9997  0.16
H -1.2462 0.2942 -5.4721  0.11
H 0.7601 1.3706 -6.4460  0.10
H 2.5883 1.6896 -2.5898  0.10
H -0.2868 -1.7592 1.7373  0.10
H -2.3668 -2.9855 2.2395  0.12

(2)
DFT (wB97M-V/def2-TZVPD) results for C19H18CaNO as an isolated structure.

## Properties
Net charge: -1
E_HOMO (alpha / beta): -0.0975 / -0.0552 Eh
Gap between HOMO and LUMO (alpha / beta): 5.255 / 4.179 eV
LUMO (alpha / beta): 2.601 / 2.676 eV

Last column: Löwdin charge in e.
Atoms and positions in Å:
C -1.1800 1.3139 4.1861  -0.32
C -0.7749 2.4336 3.2588  -0.13
C -1.3239 2.2449 2.0097  -0.26
H -0.2677 3.3193 3.6498  0.10
C -1.9910 0.9565 1.9852  -0.32
C -1.7374 0.2905 3.1735  -0.15
H -2.2672 -0.6022 3.5433  0.09
H -2.0458 1.5626 4.8604  0.14
H -1.3606 2.9751 1.2045  0.09
H -2.6430 0.6411 1.1661  0.09
C 2.7650 0.1453 2.3231  -0.24
C 2.5307 0.1955 3.7201  -0.18
C 1.7306 -0.9053 4.0824  -0.20
H 2.9264 0.9222 4.4123  0.07
C 1.4072 -1.6352 2.9174  -0.21
C 2.1620 -1.0687 1.8394  -0.35
H 2.3463 -1.5401 0.8734  0.08
H 3.4461 0.7923 1.7702  0.07
H 1.4815 -1.1797 5.0984  0.07
H 0.7883 -2.5283 2.8844  0.07
Ca 0.2360 0.2815 0.9160  1.42
O -0.0932 0.1154 -1.3552  -0.40
C -0.3103 1.2720 -2.2065  -0.21
C -1.1135 0.1331 -2.7046  -0.18
H -0.8723 2.0824 -1.7257  0.09
H 0.5615 1.5477 -2.8064  0.11
H -2.1590 0.0679 -2.3986  0.11
H -2.6782 -0.6039 -4.7310  0.10
C -1.6480 -0.9478 -4.8652  -0.09
C -0.6969 -0.6657 -3.8489  -0.25
C 0.6377 -1.0888 -4.0693  -0.07
H 1.4012 -0.8833 -3.3181  0.10
C 0.9850 -1.7688 -5.2423  -0.13
H 2.0191 -2.0986 -5.3962  0.09
C 0.0310 -2.0314 -6.2377  -0.16
H 0.3114 -2.5575 -7.1586  0.08
C -1.2953 -1.6074 -6.0394  -0.14
H -2.0458 -1.7951 -6.8159  0.09
N 0.7875 1.1441 5.9245  0.14
C -0.0505 1.0712 5.1208  -0.21

(3)
DFT (wB97M-V/def2-TZVPD) results for C19H18CdIN3O2S2 as an isolated structure.

## Properties
E_HOMO: -0.3064 Eh
Gap between HOMO and LUMO: 7.642 eV
LUMO: -0.695 eV

Last column: Löwdin charge in e.
Atoms and positions in Å:
C 2.8792 3.4180 -0.0002  -0.25
C 3.7431 2.2396 -0.4542  -0.22
H 2.4097 3.9219 -0.8514  -0.05
H 3.4938 4.1596 0.5227  0.07
H 2.0878 3.1309 0.6872  0.00
H 3.3102 1.7237 -1.3140  -0.04
H 4.7245 2.6048 -0.7740  0.06
H 3.9105 1.5199 0.3509  0.04
C -2.6782 1.1839 -1.7012  -0.14
C -3.8875 1.0778 -2.4154  -0.04
C -3.9929 0.0480 -3.3597  -0.05
C -2.9384 -0.8505 -3.5058  0.00
H -2.5301 1.9826 -0.9682  0.11
H -4.6882 1.7877 -2.2301  0.11
H -4.8902 -0.0550 -3.9695  0.11
H -3.0142 -1.6875 -4.1959  0.10
N -1.6492 0.3451 -1.8771  -0.01
C -1.7543 -0.6761 -2.7517  -0.23
C -0.6064 -1.6251 -2.8354  -0.22
N 0.5238 -1.3263 -2.1472  -0.01
C 1.5288 -2.2205 -2.0907  -0.12
C 0.3733 -3.7183 -3.5707  -0.04
C 1.5218 -3.4132 -2.8333  -0.04
H 2.3592 -1.9743 -1.4245  0.11
H 2.3954 -4.0617 -2.8191  0.11
C -0.7106 -2.8432 -3.5299  0.00
H -1.6481 -3.0887 -4.0232  0.10
H 0.3146 -4.6286 -4.1631  0.11
Cd 0.6662 0.6729 -0.8262  1.12
I 0.8773 2.6232 -2.7039  -0.02
O 1.0389 2.5114 2.3957  -0.31
S 1.3976 1.1192 2.5406  0.64
O 2.7926 0.7551 2.6283  -0.29
N 0.6210 0.1903 1.3413  -0.28
C -0.2826 -0.7041 1.8390  -0.89
S -1.0429 -1.7906 0.8423  0.63
C -0.4497 -0.5630 3.2768  -0.24
C -1.3389 -1.2090 4.1419  -0.01
C -1.3783 -0.8391 5.4872  -0.06
C -0.5602 0.1925 5.9748  -0.06
C 0.3386 0.8436 5.1219  -0.03
C 0.4116 0.4066 3.8071  -0.23
H -1.9749 -1.9958 3.7366  0.11
H -2.0477 -1.3530 6.1707  0.11
H -0.6202 0.4949 7.0192  0.11
H 0.9640 1.6703 5.4513  0.12

(4)
DFT (wB97M-V/def2-TZVPD) results for one molecule with the formula C19H18ClFN4O5S.

## Properties
E_HOMO: -0.3147 Eh
Gap between HOMO and LUMO: 8.249 eV
Structure (SMILES): CN(CC(=O)Nc1ccc(F)c(Cl)c1)S(=O)(=O)c1ccc2c(c1)n(C)c(=O)c(=O)n2C
LUMO: -0.316 eV

Last column: Löwdin charge in e.
Atoms and positions in Å:
C 0.5629 2.5256 -0.5389  -0.07
N 0.2042 1.2127 -1.0088  -0.29
C -1.1989 0.9307 -1.2139  -0.10
C -1.5586 1.0422 -2.7077  -0.44
O -2.4231 1.7874 -3.1090  0.08
N -0.7913 0.2143 -3.4523  0.14
C -0.7753 0.0488 -4.8355  -0.21
C -1.6191 0.7485 -5.6955  0.00
C -1.5459 0.5283 -7.0579  0.01
C -0.6396 -0.3840 -7.5662  -0.31
F -0.5843 -0.5859 -8.8951  0.05
C 0.2084 -1.0895 -6.7187  -0.60
Cl 1.3365 -2.2259 -7.3584  0.71
C 0.1373 -0.8695 -5.3549  -0.03
S 1.1820 -0.0668 -0.6162  0.69
O 2.5300 0.4062 -0.5978  -0.26
O 0.8244 -1.1256 -1.5238  -0.29
C 0.7056 -0.5457 1.0386  -0.26
C -0.2072 -1.5600 1.2494  -0.05
C -0.5915 -1.8595 2.5425  0.01
C -0.0705 -1.1536 3.6294  -0.12
C 0.8711 -0.1253 3.4002  -0.12
C 1.2421 0.1680 2.0893  0.01
N 1.4063 0.5689 4.4676  -0.01
C 2.3922 1.6074 4.2371  0.00
C 1.0532 0.3165 5.7715  -0.32
O 1.5251 0.9363 6.6967  0.12
C 0.0401 -0.7788 6.0186  -0.32
O -0.3118 -1.0459 7.1444  0.12
N -0.4535 -1.4485 4.9228  -0.01
C -1.4145 -2.5047 5.1776  -0.01
H 0.2203 3.2734 -1.2541  0.10
H 1.6479 2.5576 -0.4799  0.08
H 0.1291 2.7437 0.4445  0.09
H -1.4095 -0.0891 -0.8822  0.12
H -1.8233 1.6269 -0.6472  0.14
H -0.1197 -0.3571 -2.9381  0.09
H -2.3239 1.4566 -5.2938  0.10
H -2.1900 1.0596 -7.7402  0.12
H 0.7917 -1.4108 -4.6890  0.12
H -0.5865 -2.1201 0.4107  0.12
H -1.2992 -2.6539 2.7031  0.11
H 1.9680 0.9278 1.8604  0.11
H 2.6875 1.9881 5.2141  0.09
H 1.9650 2.4200 3.6491  0.10
H 3.2654 1.1998 3.7282  0.11
H -1.5586 -2.5502 6.2564  0.09
H -2.3673 -2.2814 4.6974  0.10
H -1.0334 -3.4634 4.8259  0.10